Record 1
# C5H13N3O

A 2-piece molecular cluster, C5H13N3O overall (ωB97M-V/def2-TZVPD, OMol25).

Calculated values
ΔE to the lowest compared entry with this formula, charge and spin in kcal per mole: 42.5
HOMO in eV: -8.2
Strongest force on any atom in eV/Å: 2.2
Gap between HOMO and LUMO in eV: 8.93

```
! wB97M-V def2-TZVPD RIJCOSX def2/J DEFGRID3
* xyz 0 1
O -0.1938 2.0087 1.0630
H 0.4892 -2.2617 -0.7132
C 0.2773 -0.8784 2.1372
H 0.8474 -0.2829 2.8266
C 0.8652 -1.4958 1.1124
H -0.7353 -2.5019 0.4119
H -0.0726 1.9720 -1.7147
H 1.8930 -1.2775 0.8501
H -1.8503 -0.4184 -0.1652
H -0.7329 -1.1248 2.4317
N 1.7177 1.4099 -0.8756
C 0.3193 1.1293 -1.1056
H 0.9063 -0.1928 -2.5131
N 0.2607 -2.4029 0.2617
C -1.9235 0.6408 0.0978
H -2.4589 0.7757 1.0385
H 2.1214 0.6528 -0.3236
H 1.7905 2.2598 -0.3160
H -0.7113 -0.2244 -2.2363
C -0.5347 1.2068 0.2224
H -2.4697 1.1529 -0.6999
N 0.1951 -0.1472 -1.7900
*
```

Löwdin atomic charge list, values in e, 5 entries: 0.061 0.058 -0.031 0.053 -0.316



Record 2
# C14H35FO6P

A 4-piece molecular cluster, C14H35FO6P overall (ωB97M-V/def2-TZVPD, OMol25).

Calculated values
HOMO in eV: -4.1
Strongest force on any atom in eV/Å: 1.8
Gap between HOMO and LUMO in eV: 6.51

```
! wB97M-V def2-TZVPD RIJCOSX def2/J DEFGRID3
* xyz -1 1
H 2.1763 4.4206 5.2049
H 4.2576 -2.5555 -0.4031
H 1.2752 2.0432 -1.7000
P -2.6688 3.3347 0.5848
H -3.4446 4.3979 -0.0910
O -2.3151 -0.1373 -0.9389
H -0.9816 -7.8499 -1.8987
H -1.3751 -6.6759 -4.7815
H 1.8990 -1.1177 0.6360
H -3.8821 2.9374 1.3105
C -1.0917 3.9213 -0.3386
H 3.5339 -4.1734 -0.3460
C 1.7958 5.9122 2.8880
H 0.3455 6.0144 5.0162
H -2.7343 2.2417 -1.8132
O -0.1117 5.5298 4.3229
F -3.8870 0.3268 0.5334
H 0.8899 0.6190 -0.7139
H 0.6903 -6.1076 -2.6000
H 0.9568 -4.3927 -0.4973
H -2.3049 4.2539 1.6690
H 2.5480 5.4377 2.2564
C 1.6690 3.8961 4.3858
O -0.6785 -4.7077 -3.0733
C 0.6032 1.6230 -0.9635
H -1.9351 2.2566 1.2611
H -4.2708 2.2690 -0.9942
H -1.1538 5.0003 -0.3977
C -0.3305 -6.0848 -2.9843
C -3.0695 0.6883 -0.4756
C 3.3919 -3.1273 -0.0665
H 0.7780 -3.2801 0.8744
C -0.3668 -6.7308 -4.3622
O 1.9711 -1.1886 -0.3225
H 2.3077 6.5035 3.6564
H -1.2144 -6.3230 -1.0290
C 0.8872 -3.3406 -0.2122
H 3.3608 -3.0625 1.0244
H -0.9965 3.5668 -1.3630
H 0.9969 3.1628 4.8306
C 0.8859 4.8770 3.5290
H 1.2130 6.6017 2.2769
H 0.3009 -6.2073 -5.0466
H -2.2897 -6.7452 -2.3562
C 2.1114 -2.5623 -0.6672
H -0.0158 -2.9210 -0.6527
C -1.2545 -6.7988 -2.0087
C -3.2086 2.0922 -0.8535
H 0.3560 4.3288 2.7517
H 2.4166 3.3668 3.7942
H -1.5782 -4.6472 -3.4073
H 2.1764 -2.5931 -1.7557
O 0.1574 3.6517 0.3619
C 0.5952 2.3821 0.3283
H -0.3846 1.5705 -1.3966
H -0.0690 -7.7799 -4.3179
O 1.0663 1.8822 1.3318
*
```

Löwdin atomic charge list, values in e, 5 entries: 0.071 0.074 0.092 0.382 -0.041



Taking the records one at a time from the top gives electronic energy values of -11912.7749; -39375.3245 eV.